Computed, not measured: a molecular structure, C22H45Br2Cl32FInOSi, with the ωB97M-V functional and the def2-TZVPD basis.

lowest unoccupied orbital energy	1.378	eV
charge	-1
largest force on an atom	1.88	eV/Å
molar mass	1781.81	g mol⁻¹
energy above the lowest of the compared OMol25 structures with the same formula, charge and spin	7.8	kcal/mol
HOMO energy	-4.47	eV

Geometry as XYZ:
```
105
Properties=species:S:1:pos:R:3:forces:R:3
C 0.1238 0.4549 0.8463 0.220 -0.074 0.201
C 1.5071 1.0068 0.9987 1.152 -0.770 1.274
Br 1.9361 2.3891 -0.2254 0.123 0.452 -0.256
C 2.4875 0.6340 1.8614 -0.809 0.897 -0.916
Br 2.0462 -0.8229 3.0379 -0.100 0.106 -0.130
In 4.5611 1.5499 1.9777 -0.039 -0.214 -0.739
O 4.3648 3.5998 2.0781 0.027 -0.178 0.346
F 5.4642 0.8918 3.6642 -0.103 0.024 0.210
Si 5.9023 0.8401 -0.1039 -0.091 0.154 0.641
C 6.5201 2.4064 -0.9829 -0.393 -0.192 0.030
C 7.3557 -0.2681 0.4269 -0.144 0.207 -0.245
C 4.8093 -0.1798 -1.2560 0.375 -0.121 -0.018
H -0.4497 0.9965 0.0991 -0.057 0.010 0.056
H 0.2010 -0.5882 0.5552 -0.146 -0.223 -0.111
H -0.3703 0.4846 1.8168 -0.209 0.029 0.010
H 3.7494 3.7734 2.7959 -0.069 0.195 -0.035
H 5.8995 3.2330 -0.6406 -0.010 0.140 0.024
H 7.5537 2.6408 -0.7395 0.132 -0.008 -0.093
H 6.3743 2.3255 -2.0605 0.268 0.006 -0.143
H 8.2722 0.0068 -0.0950 0.113 0.003 0.011
H 7.5106 -0.1880 1.4997 0.104 -0.029 0.101
H 7.1404 -1.3081 0.1844 0.002 -0.130 0.046
H 4.0304 -0.6913 -0.6958 -0.219 0.059 0.025
H 4.3626 0.4189 -2.0456 -0.188 0.047 -0.046
H 5.4239 -0.9592 -1.7102 0.039 -0.048 -0.220
C 4.5717 6.3189 4.6297 0.113 -0.033 -0.007
Cl 4.6634 7.1475 3.0740 -0.012 0.041 0.017
Cl 3.1047 5.3464 4.7873 -0.109 0.034 0.081
H 5.4233 5.6552 4.7215 -0.026 -0.053 -0.112
H 4.5702 7.0658 5.4144 -0.034 0.003 -0.002
C 1.1723 -1.6862 -3.2754 -0.194 0.085 -0.064
Cl 2.1152 -2.8465 -2.3281 0.022 0.009 0.019
Cl 1.0050 -0.1170 -2.4655 0.037 -0.262 -0.120
H 1.6816 -1.5245 -4.2181 0.059 0.002 0.027
H 0.1795 -2.1058 -3.4314 0.374 0.156 0.101
C -2.6258 -2.7511 -1.7931 0.048 0.029 0.024
Cl -1.2785 -3.0945 -0.7081 0.097 0.079 -0.047
Cl -2.1196 -2.6976 -3.4909 -0.232 -0.300 0.004
H -3.3631 -3.5361 -1.6661 0.112 0.175 -0.225
H -3.0413 -1.7857 -1.5348 0.080 0.068 -0.026
C -4.8113 0.1574 -4.9217 -0.048 0.044 -0.058
Cl -4.2308 -0.1504 -3.2836 -0.212 0.275 -0.063
Cl -3.8469 -0.6499 -6.1665 0.007 -0.021 0.013
H -5.8303 -0.2030 -4.9935 0.011 -0.056 0.002
H -4.7678 1.2257 -5.0952 0.055 -0.079 0.002
C -5.1586 3.5683 -2.0911 0.002 -0.001 0.069
Cl -3.7209 3.1530 -1.1708 0.059 0.025 0.036
Cl -4.8680 3.5257 -3.8474 -0.051 0.084 0.023
H -5.9274 2.8443 -1.8457 0.175 0.163 -0.260
H -5.4659 4.5744 -1.8301 0.035 0.010 -0.041
C -2.9790 -6.7673 -0.3812 0.029 0.038 -0.097
Cl -3.8039 -5.2426 -0.0579 -0.275 -0.310 0.240
Cl -2.8379 -7.7557 1.0807 0.088 -0.042 -0.024
H -3.5514 -7.3177 -1.1176 -0.032 -0.029 0.045
H -1.9818 -6.5514 -0.7481 0.019 0.046 0.084
C -6.1860 0.5445 0.8416 0.133 0.042 -0.020
Cl -7.0915 1.4613 -0.3845 -0.269 -0.215 0.283
Cl -4.8222 -0.3119 0.1379 0.110 -0.126 0.062
H -5.8070 1.2384 1.5826 -0.018 0.070 -0.060
H -6.8588 -0.1684 1.2946 0.020 -0.048 -0.120
C -5.7394 -9.0152 2.8180 0.042 0.001 0.022
Cl -6.7706 -7.6960 2.2422 0.096 0.028 -0.092
Cl -6.6221 -10.5417 2.9487 0.010 0.016 0.004
H -4.9303 -9.1310 2.1084 -0.051 -0.055 -0.019
H -5.3601 -8.7505 3.7974 -0.048 0.009 0.019
C -3.4111 6.4390 -5.6523 0.010 -0.024 0.061
Cl -4.4032 7.4813 -6.6913 -0.042 0.039 0.039
Cl -2.2768 5.4690 -6.5913 0.016 -0.005 -0.017
H -2.8517 7.0683 -4.9708 0.027 0.034 -0.051
H -4.0705 5.7730 -5.1099 -0.007 0.007 -0.043
C 2.5657 -2.9266 6.7861 0.067 0.138 -0.032
Cl 1.3529 -2.7616 5.5212 -0.125 -0.211 0.194
Cl 2.9871 -4.6196 7.1127 0.000 0.003 0.020
H 3.4607 -2.4060 6.4652 0.014 -0.047 -0.041
H 2.1746 -2.4946 7.6989 -0.022 -0.041 0.011
C -0.2293 5.6113 3.2166 0.172 0.040 0.087
Cl -1.3893 5.8715 1.9035 -0.053 0.001 -0.036
Cl 0.1084 3.9057 3.4970 -0.030 -0.079 -0.029
H 0.7017 6.1011 2.9550 -0.001 -0.031 -0.065
H -0.6446 6.0356 4.1228 -0.040 -0.015 -0.008
C -2.3227 8.1129 -9.8106 -0.029 0.000 0.021
Cl -1.7055 6.7337 -10.7272 -0.029 -0.016 0.013
Cl -1.2406 9.5102 -9.9073 -0.028 0.018 0.013
H -3.2851 8.3952 -10.2195 0.024 0.014 -0.057
H -2.4219 7.8242 -8.7723 0.073 -0.045 0.023
C 10.9887 0.5684 -1.8512 0.065 0.015 0.066
Cl 9.9902 1.8099 -2.6119 0.007 0.010 -0.007
Cl 10.2388 -1.0283 -1.9134 0.023 -0.041 -0.194
H 11.9370 0.5223 -2.3728 -0.016 -0.011 -0.031
H 11.1343 0.8331 -0.8102 -0.072 0.007 0.010
C -7.4460 -0.9582 4.5609 0.041 -0.040 0.039
Cl -8.3577 -0.0387 3.3514 -0.208 0.040 0.180
Cl -6.0778 -1.8086 3.8392 0.007 0.005 0.006
H -7.0715 -0.2647 5.3038 0.026 0.029 -0.038
H -8.1125 -1.6842 5.0104 -0.009 -0.027 -0.055
C 9.8779 -4.1087 0.8115 0.017 -0.047 -0.056
Cl 10.6344 -2.5675 1.2273 0.035 -0.025 0.142
Cl 8.1621 -4.1533 1.2193 -0.003 -0.009 0.003
H 9.9824 -4.2601 -0.2567 -0.030 0.045 -0.011
H 10.3812 -4.8944 1.3616 -0.003 0.017 0.031
C -9.5937 -7.4703 4.4149 0.033 -0.001 -0.003
Cl -10.3106 -5.8767 4.7013 -0.001 -0.005 -0.019
Cl -9.5051 -8.4368 5.8938 0.005 -0.013 -0.010
H -10.2089 -7.9983 3.6968 -0.035 0.001 0.025
H -8.5892 -7.3339 4.0340 -0.077 0.025 0.079
```
Forces are in eV/Å.